# 1
53
Properties=species:S:1:pos:R:3:forces:R:3:lowdin_charge:R:1 method="wB97M-V/def2-TZVPD" orbital_gap_ev=8.47 homo_ev=-8.3 multiplicity=1 fmax_ev_per_a=1.42 smiles="CN1CCc2c(sc3c2c(=O)n(-c2ccccc2)c2nnc(SCc4ccc(Cl)cc4)n32)C1"
C 4.1468 -4.4519 1.0377 0.00 0.04 0.05 -0.0877
N 2.9910 -4.4866 1.9112 0.10 -0.02 0.16 -0.2213
C 1.7951 -5.0043 1.2698 -0.12 0.00 -0.16 -0.1794
C 1.2823 -4.1357 0.1098 0.07 -0.22 0.17 -0.1086
C 1.3324 -2.6952 0.5019 0.16 0.07 0.21 -0.1963
C 2.0071 -2.2799 1.6062 -0.20 0.26 -0.25 -0.4364
S 1.9280 -0.5523 1.8446 -0.20 -0.38 -0.38 1.1077
C 0.9744 -0.4080 0.4178 0.26 -0.92 0.23 -0.4288
C 0.7293 -1.6124 -0.2066 0.26 0.57 0.48 -0.0807
C -0.0670 -1.7082 -1.4251 -0.07 -0.04 0.05 -0.3356
O -0.3269 -2.7448 -1.9964 0.08 -0.05 0.06 0.1054
N -0.5392 -0.4796 -1.9009 -0.10 -0.32 -0.23 0.1198
C -1.3392 -0.4426 -3.0841 -0.30 -0.06 -0.42 -0.1946
C -0.8841 -1.0598 -4.2395 0.03 0.11 0.07 -0.0084
C -1.6690 -1.0335 -5.3786 0.04 0.00 -0.02 -0.0729
C -2.8938 -0.3890 -5.3679 -0.05 0.01 -0.04 -0.0873
C -3.3384 0.2303 -4.2119 -0.04 0.00 -0.01 -0.0735
C -2.5669 0.2025 -3.0647 0.08 -0.14 0.06 -0.0171
C -0.2950 0.7003 -1.2655 0.38 0.84 0.56 -0.2662
N -0.6703 1.9010 -1.6021 -0.49 -0.94 -0.94 0.0982
N -0.1729 2.7580 -0.6903 0.64 0.44 0.93 0.0262
C 0.4987 2.0830 0.1989 -0.04 0.25 -0.07 -0.6073
S 1.3479 2.7072 1.5712 0.36 0.21 0.29 0.9598
C 0.7956 4.4580 1.4658 0.04 -0.46 -0.09 -0.3850
C -0.5642 4.6224 2.0569 -0.16 0.08 0.04 -0.3077
C -1.6896 4.6433 1.2407 0.06 0.09 0.06 -0.0384
C -2.9523 4.7732 1.7898 -0.10 0.02 0.15 -0.0944
C -3.0901 4.8803 3.1645 0.21 -0.04 -0.14 -0.6775
Cl -4.6658 5.0478 3.8561 -0.20 0.02 0.09 0.6676
C -1.9798 4.8541 3.9939 -0.06 0.00 0.03 -0.1029
C -0.7227 4.7226 3.4351 -0.06 0.03 -0.16 -0.0461
N 0.4658 0.7420 -0.1076 -0.70 0.59 -0.82 0.0387
C 2.7249 -3.2066 2.5387 0.00 -0.09 0.32 -0.1980
H 4.0779 -3.6995 0.2408 0.02 0.01 -0.07 0.0894
H 4.2702 -5.4330 0.5830 0.06 -0.03 -0.06 0.0886
H 5.0304 -4.2376 1.6387 0.07 0.00 -0.06 0.0858
H 1.0229 -5.0709 2.0411 -0.03 -0.06 -0.04 0.1264
H 2.0086 -6.0142 0.9145 -0.07 0.00 0.04 0.1194
H 1.8937 -4.2830 -0.7847 -0.07 -0.04 -0.05 0.1245
H 0.2621 -4.4110 -0.1593 0.07 -0.05 -0.05 0.1203
H 0.0706 -1.5611 -4.2446 0.06 -0.04 0.02 0.1182
H -1.3174 -1.5160 -6.2781 0.03 -0.04 -0.07 0.1039
H -3.5016 -0.3686 -6.2600 -0.05 0.00 -0.07 0.1015
H -4.2930 0.7342 -4.1993 -0.08 0.05 0.00 0.1038
H -2.9070 0.6839 -2.1621 -0.03 0.05 0.06 0.1116
H 0.8179 4.7160 0.4094 0.08 0.13 0.06 0.0782
H 1.5516 5.0123 2.0204 0.02 -0.01 -0.08 0.0820
H -1.5716 4.5426 0.1726 0.00 0.03 -0.05 0.1007
H -3.8247 4.7908 1.1559 -0.10 0.01 -0.03 0.1057
H -2.1006 4.9353 5.0627 -0.04 0.01 0.09 0.1041
H 0.1460 4.6947 4.0768 0.09 0.01 0.09 0.1157
H 2.1053 -3.3838 3.4277 0.10 0.07 -0.02 0.1278
H 3.6665 -2.7666 2.8753 -0.01 -0.05 0.03 0.1208

# 2
55
Properties=species:S:1:pos:R:3:forces:R:3:lowdin_charge:R:1 method="wB97M-V/def2-TZVPD" orbital_gap_ev="6.18 / 6.42" homo_ev="-10.3 / -11.5" s_squared=6.07 multiplicity=5 total_charge=+1 fmax_ev_per_a=1.27
Pd 0.2100 1.2511 -0.9249 -0.21 -1.11 0.02 0.8679
C -1.0490 -5.3760 -2.3283 -0.01 0.00 -0.04 -0.0317
C -0.8026 -4.0885 -1.6022 -0.06 0.03 0.13 -0.2450
C -1.7296 -3.6132 -0.6717 0.04 -0.07 -0.09 -0.0172
C -1.5324 -2.4094 -0.0413 0.10 0.10 0.00 0.0103
C -0.4057 -1.6077 -0.3136 -0.01 -0.48 0.12 -0.2187
N -0.3459 -0.3511 0.2380 -0.09 -0.03 0.11 0.0142
C -0.6506 -0.1455 1.5539 -0.19 -0.24 0.22 -0.2115
C -0.1839 -1.0927 2.4962 -0.05 0.02 -0.04 0.0113
C -0.3226 -0.9054 3.8451 0.01 0.04 0.03 -0.0164
C -0.9622 0.2387 4.3324 0.01 -0.07 -0.08 -0.2397
C -1.0841 0.4754 5.8058 0.03 -0.02 0.02 -0.0289
C -1.4670 1.1547 3.4194 -0.02 0.06 0.02 0.0338
C -1.3427 0.9941 2.0462 0.21 -0.19 -0.06 -0.0971
N -1.9953 1.9212 1.1995 -0.18 0.13 0.13 -0.0669
C -2.9197 2.8454 1.5783 -0.11 0.07 -0.05 -0.0295
C -3.3453 3.4976 0.4548 0.04 0.03 -0.02 -0.0243
C -2.6228 2.9075 -0.5924 -0.13 -0.02 0.08 -0.1095
N -1.8277 1.9556 -0.1390 0.40 0.06 -0.26 0.0005
C 0.5638 -2.1166 -1.2076 -0.29 0.11 0.10 -0.0992
C 0.3357 -3.3296 -1.8418 0.08 0.02 -0.04 0.0311
N 1.8150 -1.4831 -1.4083 0.17 -0.09 -0.05 -0.0636
C 2.9777 -2.1047 -1.7400 0.15 0.05 -0.02 -0.0327
C 3.9448 -1.1433 -1.8567 0.04 0.02 0.03 -0.0211
C 3.2879 0.0606 -1.5642 -0.03 -0.14 -0.04 -0.1074
N 2.0118 -0.1556 -1.2907 -0.17 0.47 0.03 0.0135
H -1.5348 -6.0969 -1.6721 0.01 -0.03 -0.03 0.0877
H -0.1267 -5.8129 -2.7073 0.01 0.01 0.01 0.0838
H -1.7120 -5.2076 -3.1798 0.00 -0.01 0.01 0.0963
H -2.6208 -4.1908 -0.4614 0.00 0.01 0.01 0.1255
H -2.2730 -2.0247 0.6480 0.01 0.01 -0.01 0.1291
H 0.3465 -1.9562 2.1166 -0.01 0.01 0.00 0.1283
H 0.0854 -1.6336 4.5343 -0.02 0.00 0.01 0.1265
H -1.3292 -0.4508 6.3250 -0.01 0.02 0.02 0.0900
H -1.8459 1.2179 6.0348 0.00 0.00 0.00 0.0835
H -0.1324 0.8313 6.2067 -0.02 0.01 0.01 0.0981
H -1.9779 2.0206 3.8144 0.03 0.02 -0.03 0.1124
H -3.2398 2.9682 2.5962 0.03 -0.05 -0.01 0.1234
H -4.0731 4.2869 0.3917 -0.01 -0.02 0.02 0.1092
H -2.6718 3.1274 -1.6462 0.10 -0.03 -0.02 0.1171
H 1.0688 -3.6980 -2.5476 -0.03 0.01 -0.01 0.1208
H 3.0497 -3.1728 -1.8432 -0.07 0.01 0.03 0.1296
H 4.9838 -1.2812 -2.0982 -0.02 -0.03 0.00 0.1105
H 3.6908 1.0601 -1.5545 -0.03 0.00 0.04 0.1061
I 2.9374 3.5065 -5.1413 0.07 0.03 -0.23 0.2364
C 0.3083 1.5615 -3.0789 -0.39 -0.56 -0.55 -0.1142
H -0.6686 1.5829 -3.5465 0.00 0.17 0.04 0.0786
H 1.1225 1.1023 -3.6272 0.06 0.00 0.13 0.0572
O 0.6240 2.7572 -2.4743 0.50 1.12 0.19 -0.2578
N 1.9234 3.1381 -2.5801 0.48 0.51 0.34 -0.0851
C 2.4051 3.6394 -1.4489 -0.79 -0.59 -0.81 -0.2864
C 1.6852 3.4205 -0.2469 -0.45 -0.06 0.46 -0.1427
N 0.9881 2.9878 0.5719 0.44 0.65 0.17 0.1769
C 3.6932 4.2288 -1.4433 0.45 0.10 -0.04 -0.1813
N 4.7364 4.7084 -1.3888 -0.10 -0.05 -0.01 0.2184

# 3
52
Properties=species:S:1:pos:R:3:forces:R:3:lowdin_charge:R:1 method="wB97M-V/def2-TZVPD" orbital_gap_ev=8.07 homo_ev=-8.0 multiplicity=1 fmax_ev_per_a=0.13
Sr 0.0513 0.4798 2.4738 0.06 0.07 -0.10 1.2790
O -0.4959 -0.5710 -1.9562 -0.01 -0.03 0.01 0.0077
C -0.3384 -0.5311 -0.7310 0.02 0.08 -0.03 -0.5430
N -0.1074 0.5421 0.0218 -0.05 -0.01 0.00 -0.1347
C -0.0384 1.7586 -0.7494 0.00 -0.01 -0.01 -0.2035
C 0.2492 2.9776 0.0898 0.01 -0.01 0.02 -0.2536
C 0.3825 4.2201 -0.5328 0.00 -0.02 -0.01 -0.0184
C 0.6556 5.3388 0.2232 0.00 0.01 0.00 -0.0547
C 0.7979 5.2052 1.6009 0.00 0.00 0.01 -0.0601
C 0.6522 3.9489 2.1442 0.01 0.00 -0.01 -0.1338
N 0.3787 2.8560 1.4150 -0.02 0.00 -0.01 -0.0057
C -0.3945 -1.8506 0.0295 -0.01 -0.01 -0.01 -0.1859
C -0.5607 -3.0271 -0.6895 0.00 0.01 0.01 0.0061
C -0.5899 -4.2313 -0.0111 0.00 -0.01 0.00 -0.0455
C -0.4505 -4.2315 1.3699 0.00 0.00 0.01 -0.0549
C -0.2936 -3.0174 2.0103 0.01 0.02 -0.02 -0.1331
N -0.2707 -1.8488 1.3625 0.01 -0.08 0.00 -0.0026
H -0.9698 1.9388 -1.3039 0.00 0.00 -0.01 0.1329
H 0.7326 1.6937 -1.5290 -0.01 0.01 -0.01 0.1334
H 0.2732 4.2826 -1.6078 0.00 0.01 0.00 0.1214
H 0.7634 6.3067 -0.2489 0.00 0.00 0.00 0.1109
H 1.0215 6.0507 2.2353 0.00 0.00 -0.01 0.1068
H 0.7675 3.7935 3.2123 -0.01 0.00 0.00 0.1116
H -0.6569 -2.9514 -1.7628 0.00 0.00 0.00 0.1183
H -0.7150 -5.1621 -0.5494 0.00 0.00 0.00 0.1107
H -0.4588 -5.1482 1.9428 0.00 0.00 -0.01 0.1061
H -0.1708 -2.9735 3.0883 0.00 0.00 0.00 0.0966
S 0.8735 1.3473 7.5361 0.02 0.00 -0.02 0.1927
P 0.6720 0.0515 6.0942 -0.06 -0.02 0.12 -0.0371
S 2.0124 0.0221 4.5788 0.08 -0.02 0.05 0.1431
C 0.4323 -1.6515 6.7015 0.04 -0.03 -0.03 -0.3995
C 0.9768 -2.7497 6.0444 0.00 -0.02 -0.01 -0.1260
C 0.7193 -4.0361 6.5025 -0.01 0.01 0.02 -0.0844
C -0.0863 -4.2288 7.6150 0.01 0.00 -0.01 -0.0869
C -0.6239 -3.1336 8.2794 -0.01 0.00 0.02 -0.0786
C -0.3610 -1.8496 7.8298 0.00 0.03 -0.01 -0.0997
C -0.9183 0.3478 5.2082 -0.03 0.04 0.01 -0.4466
C -1.2678 1.6708 4.9238 -0.01 -0.01 -0.02 -0.1542
C -2.2781 1.9533 4.0119 0.01 -0.02 -0.01 -0.0981
C -2.9665 0.9145 3.3867 -0.02 0.00 0.00 -0.0981
C -2.6698 -0.4042 3.7146 -0.01 0.02 0.01 -0.1005
C -1.6530 -0.6843 4.6242 -0.01 -0.03 0.01 -0.1340
H 1.6160 -2.5910 5.1847 0.00 0.02 0.00 0.0585
H 1.1578 -4.8856 5.9941 0.00 0.00 0.00 0.1020
H -0.2861 -5.2305 7.9736 0.00 0.00 0.00 0.1017
H -1.2406 -3.2812 9.1566 0.00 0.00 0.00 0.1036
H -0.7529 -0.9873 8.3554 -0.01 -0.01 0.01 0.0878
H -0.7140 2.4648 5.4127 0.00 0.01 0.01 0.0874
H -2.5247 2.9809 3.7765 0.00 0.00 0.01 0.1157
H -3.7412 1.1314 2.6631 0.00 0.01 0.00 0.1143
H -3.2179 -1.2136 3.2495 0.01 -0.01 0.01 0.1175
H -1.4063 -1.7134 4.8578 0.00 0.00 0.00 0.1074